(1)
Formula: C3H5NOS
Source: the Open Molecules 2025 dataset
Level of theory: ωB97M-V/def2-TZVPD

Output
Calculated total energy   -17560.4811 eV
Lowest unoccupied orbital energy   -0.3 eV
Structure (SMILES)   ON1CCC1=S
Largest force on an atom   3.4 eV Å⁻¹
HOMO level   -0.3034 Ha
Net charge   0
ΔE to the lowest compared entry with this formula, charge and spin   461.8 kJ/mol

The geometry in XYZ format:
```
11
C3H5NOS | the Open Molecules 2025 dataset | ωB97M-V/def2-TZVPD
O -0.737 0.513 1.849
N 0.242 -0.091 1.062
C 0.581 0.830 -0.050
C -0.038 -0.034 -1.155
C -0.322 -1.146 -0.284
S -0.543 -2.720 -0.384
H -0.702 -0.038 2.685
H 1.743 0.983 -0.137
H 0.287 1.838 0.108
H 0.559 -0.408 -2.024
H -1.069 0.273 -1.670
```

(2)
Formula: C7H9P
Source: the Open Molecules 2025 dataset
Level of theory: ωB97M-V/def2-TZVPD

Output
Calculated total energy   -16688.9799 eV
Lowest unoccupied orbital energy (alpha / beta)   0.2 / 0.2 eV
Largest force on an atom   4.1 eV Å⁻¹
HOMO level (alpha / beta)   -0.2882 / -0.2882 Ha
Net charge   0
ΔE to the lowest compared entry with this formula, charge and spin   315.1 kJ/mol

The geometry in XYZ format:
```
17
C7H9P | the Open Molecules 2025 dataset | ωB97M-V/def2-TZVPD
C 1.739 0.319 1.281
C 0.755 -0.336 0.941
C -2.122 0.374 -1.046
C -1.269 -0.154 -1.921
C -2.351 -0.202 0.297
C -0.313 -1.186 -1.456
C 2.862 1.067 1.809
P -0.288 -1.575 0.346
H -2.897 1.132 -1.387
H -1.020 0.402 -2.794
H -2.209 0.329 1.210
H -2.827 -1.118 0.460
H -0.411 -2.191 -2.106
H 0.622 -0.683 -1.633
H 3.864 0.529 1.546
H 2.887 2.192 1.499
H 2.977 1.103 2.952
```

(3)
Formula: C10H21N2
Source: the Open Molecules 2025 dataset
Level of theory: ωB97M-V/def2-TZVPD

Output
Calculated total energy   -13675.9955 eV
Lowest unoccupied orbital energy (alpha / beta)   -3.2 / -6.2 eV
Largest force on an atom   5.2 eV Å⁻¹
2S+1   3
HOMO level (alpha / beta)   -0.3027 / -0.4899 Ha
Net charge   +1
ΔE to the lowest compared entry with this formula, charge and spin   345.2 kJ/mol

The geometry in XYZ format:
```
33
C10H21N2 | the Open Molecules 2025 dataset | ωB97M-V/def2-TZVPD
C -1.945 -0.167 0.877
C -2.439 0.249 -0.257
C -1.753 -1.013 2.016
C -3.368 0.590 -1.394
C 1.436 1.854 0.944
C 2.991 0.083 -0.234
C 1.564 -0.558 1.622
C -0.278 -1.263 -2.387
C 0.568 0.189 -0.709
C 1.645 0.372 0.410
N 0.311 -1.032 -1.120
N -1.155 0.870 0.284
H -0.953 -0.627 2.685
H -1.641 -2.031 1.610
H -2.638 -1.194 2.587
H -4.369 0.387 -1.196
H -3.067 -0.016 -2.356
H -3.186 1.614 -1.707
H 2.441 2.167 1.134
H 0.802 1.878 1.760
H 1.267 2.663 0.154
H 3.393 0.409 -1.210
H 3.703 0.321 0.470
H 2.962 -0.949 -0.326
H 1.269 -1.572 1.415
H 0.748 -0.112 2.150
H 2.497 -0.416 2.257
H -0.729 -2.273 -2.388
H -0.985 -0.419 -2.520
H 0.484 -1.093 -3.198
H 0.793 1.035 -1.401
H 0.759 -1.804 -0.600
H -1.128 1.860 0.626
```

(4)
Formula: C17H12N7O11Tm
Source: the Open Molecules 2025 dataset
Level of theory: ωB97M-V/def2-TZVPD

Output
Calculated total energy   -80306.8981 eV
Lowest unoccupied orbital energy   -1.8 eV
Largest force on an atom   4.2 eV Å⁻¹
2S+1   3
HOMO level   -0.3646 Ha
Net charge   0
ΔE to the lowest compared entry with this formula, charge and spin   0.0 kJ/mol

The geometry in XYZ format:
```
48
C17H12N7O11Tm | the Open Molecules 2025 dataset | ωB97M-V/def2-TZVPD
Tm 0.301 0.435 0.636
C 2.110 -3.061 1.592
C 0.927 -2.610 2.392
N 0.175 -1.655 1.931
C -0.847 -1.524 2.864
C -0.765 -2.576 3.781
N 0.405 -3.231 3.473
C -1.790 -3.145 4.730
O -2.977 -2.655 4.634
O -1.340 -3.866 5.663
C -1.879 -0.531 2.658
O -3.007 -0.572 3.288
O -1.574 0.382 1.823
H 2.351 -4.118 1.830
H 2.949 -2.396 1.631
H 1.749 -3.070 0.554
H 0.821 -3.995 4.028
H -3.041 -1.867 3.971
N 1.798 2.880 2.806
C 1.657 4.135 3.283
C 0.341 4.499 3.223
C -0.256 3.436 2.509
N 0.608 2.468 2.278
H 2.727 2.463 2.642
H 2.484 4.702 3.690
H -0.140 5.266 3.827
H -1.297 3.298 2.103
O 4.423 1.149 1.587
C 3.493 0.700 1.006
N 2.474 0.313 0.555
O -0.339 -0.776 -1.115
C -0.557 0.301 -1.747
O -0.494 1.421 -1.153
C -0.967 0.169 -3.172
C -0.679 -1.009 -3.824
C -0.493 -0.892 -5.212
C -0.821 0.271 -5.932
C -1.254 1.332 -5.213
C -1.381 1.313 -3.827
N -1.365 2.590 -5.806
O -1.874 3.526 -5.172
O -0.713 2.752 -6.826
N 0.106 -1.999 -5.893
O 0.062 -2.006 -7.166
O 0.718 -2.847 -5.241
H -0.415 -1.912 -3.321
H -0.778 0.289 -7.037
H -1.636 2.225 -3.328
```